This record from OMol25 describes a structure of composition C17H21BrCl2HfO4. The level of theory is wB97M-V/def2-TZVPD.

Total energy (eV): -122560.6166
Charge: -2
E_HOMO (Ha): 0.030

```
46
Properties=species:S:1:pos:R:3:nbo_charge:R:1
C 2.199 1.745 -1.196 -0.131
C 2.491 1.876 0.190 -0.125
C 1.337 2.393 0.836 -0.083
C 3.756 1.514 0.850 -0.618
C 0.328 2.582 -0.154 -0.151
C 0.885 2.241 -1.416 -0.136
C 0.182 2.366 -2.700 -0.627
C 3.113 1.183 -2.202 -0.615
C 1.234 2.696 2.276 -0.629
C -1.071 3.002 0.047 -0.624
Hf -0.665 -1.533 -1.115 2.333
Cl 1.673 -1.259 0.646 -0.735
Cl -1.234 -3.268 -2.631 -0.599
O -2.012 -0.200 -0.813 -1.103
H 4.226 0.654 0.357 0.195
H 3.582 1.252 1.901 0.191
H 4.471 2.352 0.826 0.159
H 1.546 1.833 2.875 0.187
H 0.205 2.958 2.539 0.186
H 1.883 3.542 2.547 0.163
H -1.203 3.444 1.039 0.178
H -1.751 2.144 -0.058 0.208
H -1.350 3.744 -0.710 0.171
H -0.617 3.115 -2.623 0.182
H -0.263 1.401 -2.985 0.206
H 0.871 2.674 -3.494 0.171
H 3.643 0.309 -1.795 0.197
H 3.873 1.920 -2.513 0.162
H 2.557 0.864 -3.093 0.181
H -2.719 -0.492 -0.181 0.509
O 0.327 -0.611 -2.421 -1.084
H 0.810 -0.841 -3.252 0.497
Br -3.575 -5.143 -0.890 0.096
C -3.463 -5.200 0.982 -0.072
C -3.870 -6.353 1.667 -0.246
C -3.976 -6.336 3.060 -0.227
C -3.744 -5.151 3.761 -0.230
C -3.335 -3.997 3.080 -0.171
C -3.085 -4.046 1.705 -0.128
C -2.539 -2.788 1.019 0.793
O -3.283 -1.790 1.044 -0.681
O -1.370 -2.863 0.468 -0.802
H -4.114 -7.246 1.105 0.214
H -4.270 -7.231 3.591 0.201
H -3.872 -5.092 4.841 0.204
H -3.207 -3.035 3.586 0.232
```